[1]
{
  "formula": "C29H31F6FeN6O7S2",
  "method": "ωB97M-V with the def2-TZVPD basis set",
  "elements": ["Fe", "S", "S", "F", "F", "F", "F", "F", "F", "O", "O", "O", "O", "O", "O", "O", "N", "N", "N", "N", "N", "N", "C", "C", "C", "C", "C", "C", "C", "C", "C", "C", "C", "C", "C", "C", "C", "C", "C", "C", "C", "C", "C", "C", "C", "C", "C", "C", "C", "C", "C", "H", "H", "H", "H", "H", "H", "H", "H", "H", "H", "H", "H", "H", "H", "H", "H", "H", "H", "H", "H", "H", "H", "H", "H", "H", "H", "H", "H", "H", "H", "H"],
  "xyz": [[-0.358, 0.468, -0.334], [2.045, -0.479, -3.373], [3.057, -2.467, -1.656], [5.639, -1.966, -1.466], [3.941, 1.231, -2.686], [4.683, -2.504, 0.398], [4.390, -0.536, -0.438], [4.062, 0.546, -4.731], [2.535, 1.962, -4.156], [1.445, -0.787, -4.635], [1.185, 0.086, -2.356], [-1.386, -3.861, 3.659], [1.938, -2.227, -0.789], [-1.806, -1.393, -0.084], [1.882, -0.679, 2.350], [3.425, -3.815, -1.963], [3.081, -1.569, -2.938], [-1.486, 1.380, 1.000], [-1.481, -2.754, 1.701], [1.029, 1.608, 0.465], [0.012, -0.999, 1.124], [-3.169, -0.209, -3.746], [-4.112, -1.305, -3.666], [-1.008, 1.797, -1.707], [-1.086, -1.711, 0.875], [-2.180, 1.679, -2.480], [-2.857, 2.827, 2.906], [-0.741, -0.484, 4.495], [-1.865, 3.855, -3.502], [-3.053, 0.445, -2.439], [4.525, -1.828, -0.741], [0.281, -1.616, 4.535], [3.276, 2.247, 0.902], [1.510, -3.446, 3.342], [-2.806, 1.255, 1.117], [-1.869, -0.694, -4.184], [-3.532, 1.958, 2.062], [-0.825, 2.223, 1.805], [1.527, 2.969, 2.352], [2.872, 2.947, 2.024], [-0.701, 4.006, -2.760], [-0.302, 3.001, -1.890], [-0.885, -3.058, 2.898], [-2.592, 2.688, -3.354], [-1.487, 2.964, 2.772], [0.427, -2.357, 3.194], [2.319, 1.586, 0.152], [0.852, -1.303, 2.148], [0.628, 2.288, 1.548], [1.544, -4.457, 2.205], [3.217, 0.888, -3.762], [-1.163, 0.129, -4.256], [-5.093, -0.930, -3.367], [0.651, -5.086, 2.213], [-4.602, 1.826, 2.124], [4.315, 2.189, 0.610], [-0.939, 3.646, 3.405], [-2.670, -0.262, -1.697], [-1.960, -1.158, -5.168], [1.322, -3.961, 4.287], [3.594, 3.464, 2.643], [-2.194, 4.629, -4.186], [-3.271, 0.562, 0.427], [2.464, -2.922, 3.426], [2.574, 1.014, -0.722], [-3.393, 3.396, 3.654], [-0.003, -2.351, 5.290], [1.609, -3.971, 1.236], [0.627, 3.166, -1.351], [-0.789, 0.031, 5.456], [-3.493, 2.529, -3.938], [-4.070, 0.725, -2.135], [2.410, -5.113, 2.304], [-4.209, -1.779, -4.645], [1.184, 3.495, 3.231], [1.266, -1.222, 4.789], [-1.742, -0.862, 4.273], [-3.803, -2.077, -2.940], [-0.481, 0.256, 3.734], [-2.337, -3.230, 1.461], [-1.447, -1.437, -3.487], [-0.098, 4.902, -2.863]],
  "forces_ev_per_a": [[-0.183, 0.102, -0.003], [-0.222, 0.104, -0.099], [-0.203, -0.069, 0.089], [0.022, 0.004, -0.029], [0.004, -0.005, 0.050], [-0.024, -0.067, 0.053], [-0.016, 0.142, 0.028], [0.038, -0.049, -0.059], [-0.045, 0.054, -0.027], [0.026, -0.009, 0.012], [0.259, -0.319, 0.286], [0.002, -0.009, -0.007], [0.066, -0.062, 0.117], [0.033, 0.026, -0.169], [-0.007, -0.123, -0.045], [0.053, 0.030, 0.001], [-0.010, 0.001, -0.079], [0.117, -0.134, -0.098], [0.048, -0.042, -0.017], [-0.073, 0.014, 0.009], [0.147, -0.113, -0.232], [0.002, -0.006, 0.015], [-0.005, 0.016, -0.004], [-0.099, -0.019, 0.130], [0.043, 0.124, 0.109], [0.024, 0.054, -0.015], [-0.003, -0.037, -0.031], [0.038, -0.007, -0.003], [-0.004, -0.006, -0.001], [-0.013, 0.042, -0.027], [0.027, -0.110, -0.007], [-0.083, 0.094, 0.019], [-0.031, 0.008, 0.020], [-0.006, 0.057, 0.039], [-0.038, -0.037, -0.005], [0.018, -0.014, 0.001], [0.031, 0.013, 0.015], [-0.015, 0.029, -0.041], [-0.043, 0.025, 0.052], [0.022, -0.007, -0.029], [0.011, -0.002, 0.015], [0.049, 0.011, -0.035], [-0.055, -0.015, -0.007], [0.000, -0.006, 0.016], [0.017, 0.062, 0.039], [0.069, -0.052, -0.073], [0.037, 0.012, 0.014], [-0.092, 0.205, 0.164], [0.049, 0.009, 0.012], [-0.005, -0.068, 0.050], [-0.033, 0.080, 0.003], [0.021, 0.015, -0.003], [-0.002, -0.005, 0.001], [0.022, 0.016, -0.004], [-0.003, -0.002, -0.001], [0.000, -0.005, -0.005], [-0.009, -0.002, 0.003], [0.009, -0.024, 0.034], [-0.002, -0.003, -0.003], [0.023, 0.010, -0.003], [-0.005, 0.000, 0.006], [0.000, -0.002, -0.004], [0.009, 0.014, 0.015], [-0.004, 0.004, -0.018], [0.010, -0.037, -0.043], [0.002, 0.005, 0.001], [0.003, -0.009, 0.002], [0.058, 0.120, -0.203], [-0.035, -0.005, -0.015], [-0.008, -0.007, 0.009], [-0.002, 0.005, -0.006], [0.000, -0.006, -0.002], [-0.004, 0.003, -0.005], [-0.003, -0.004, 0.003], [0.011, 0.002, -0.001], [0.008, -0.009, -0.009], [-0.011, 0.011, -0.011], [0.002, -0.004, 0.001], [-0.007, -0.023, 0.035], [-0.028, 0.009, 0.015], [0.004, -0.002, 0.000], [-0.004, 0.001, -0.003]],
  "mulliken_charge": [-0.357, 0.912, 1.036, -0.258, -0.219, -0.229, -0.207, -0.246, -0.221, -0.694, -0.484, -0.675, -0.530, -0.739, -0.691, -0.708, -0.633, 0.909, 0.227, 1.347, 0.665, -0.067, -0.979, 0.808, 0.037, 0.861, -0.737, -0.862, -0.763, -0.540, 0.716, -1.510, -0.480, -1.417, -0.320, -0.814, -1.081, 0.043, -0.484, -1.329, -0.953, -0.203, -0.495, -0.701, -0.564, 2.701, -0.500, -0.552, 0.735, -1.212, 0.608, 0.234, 0.293, 0.310, 0.473, 0.555, 0.444, -0.011, 0.459, 0.347, 0.400, 0.372, 0.466, 0.507, -0.194, 0.440, 0.492, 0.226, 0.269, 0.541, 0.423, 0.662, 0.463, 0.349, 0.450, 0.436, 0.242, 0.260, 0.016, 0.307, 0.198, 0.422],
  "energy_ha": -4638.3481,
  "e_above_lowest_kcal_mol": 0.0,
  "spin_multiplicity": 1,
  "mol_weight_da": 809.57,
  "max_force_ha_per_bohr": 0.0097,
  "homo_energy_ev": [-5.37, -5.36],
  "total_charge": -1,
  "orbital_gap_ha": [0.261, 0.260]
}

***

[2]
{
  "formula": "C29H31FIrN4O10",
  "method": "ωB97M-V with the def2-TZVPD basis set",
  "elements": ["Ir", "F", "O", "O", "O", "O", "O", "O", "O", "O", "O", "O", "N", "N", "N", "N", "C", "C", "C", "C", "C", "C", "C", "C", "C", "C", "C", "C", "C", "C", "C", "C", "C", "C", "C", "C", "C", "C", "C", "C", "C", "C", "C", "C", "C", "H", "H", "H", "H", "H", "H", "H", "H", "H", "H", "H", "H", "H", "H", "H", "H", "H", "H", "H", "H", "H", "H", "H", "H", "H", "H", "H", "H", "H", "H", "H"],
  "xyz": [[-0.675, 0.990, 1.060], [-0.643, -0.073, -5.671], [7.858, -0.247, 1.088], [-1.516, -0.444, 1.933], [0.829, -1.854, 0.659], [-0.903, 0.218, -0.771], [-0.749, 1.945, 2.876], [1.086, 0.298, 1.270], [-1.250, 2.727, 0.119], [-2.034, -2.563, 2.172], [7.708, -2.396, 0.985], [1.083, 3.008, 1.287], [7.236, -1.283, 1.005], [0.352, 2.385, 4.782], [-1.254, 4.753, -0.826], [-2.568, -3.384, -1.759], [-0.674, 1.708, 5.588], [-1.729, -2.060, -5.075], [1.544, -0.927, 0.914], [0.675, 4.129, 0.550], [-2.911, -4.197, -4.519], [-2.537, 4.496, -1.491], [-0.682, 3.845, -0.078], [-1.808, -1.684, 1.400], [-1.424, -0.940, -1.021], [1.332, 3.145, 2.672], [-3.084, -4.749, -2.085], [-1.117, -0.862, -4.705], [-1.005, -0.471, -3.404], [5.755, -1.178, 0.988], [5.188, 0.083, 1.010], [-1.924, -1.827, -0.067], [5.009, -2.339, 0.946], [-3.828, -4.688, -3.408], [1.437, 3.074, 5.493], [-2.231, -2.915, -4.123], [-1.511, -1.320, -2.409], [3.629, -2.230, 0.924], [-2.105, -2.543, -2.766], [3.809, 0.182, 0.998], [-0.624, 6.033, -1.162], [-2.461, -3.033, -0.493], [0.255, 2.433, 3.481], [-1.929, -5.739, -2.060], [3.032, -0.973, 0.955], [-2.974, 3.578, -1.118], [-0.172, 1.122, 6.354], [-1.389, 6.805, -1.149], [-3.478, -4.034, -5.435], [-2.295, -6.734, -2.311], [-1.263, 1.058, 4.952], [-0.188, 5.981, -2.159], [-0.541, 0.468, -3.143], [2.409, 2.760, 5.117], [3.005, -3.112, 0.887], [-3.789, -4.983, -1.287], [3.335, 1.154, 1.003], [0.617, 5.025, 1.171], [1.403, 4.310, -0.245], [0.144, 6.305, -0.445], [1.333, 4.156, 5.410], [1.377, 2.804, 6.542], [2.309, 2.706, 2.884], [-1.808, -2.300, -6.128], [-1.152, -5.469, -2.774], [-2.156, -4.951, -4.755], [-3.204, 5.331, -1.290], [1.373, 4.198, 2.964], [-4.216, -5.680, -3.635], [-1.317, 2.450, 6.061], [-4.687, -4.020, -3.308], [5.830, 0.951, 1.034], [5.509, -3.296, 0.930], [-1.477, -5.785, -1.069], [-2.807, -3.746, 0.245], [-2.373, 4.419, -2.566]],
  "forces_ev_per_a": [[-0.216, 0.089, -0.301], [-0.006, -0.003, 0.009], [0.009, 0.018, -0.132], [0.094, -0.020, -0.076], [-0.098, 0.027, -0.051], [0.323, -0.086, 0.111], [0.301, -0.320, 0.175], [-0.062, 0.339, 0.396], [0.161, -0.073, -0.125], [-0.025, -0.015, -0.030], [0.009, -0.007, -0.132], [0.037, -0.187, -0.017], [-0.019, -0.017, 0.375], [-0.013, 0.058, 0.045], [-0.018, 0.021, -0.037], [-0.016, 0.001, 0.038], [0.037, 0.000, -0.004], [-0.005, -0.003, -0.008], [-0.018, -0.069, 0.043], [-0.009, -0.025, -0.009], [-0.011, 0.000, 0.003], [0.019, 0.021, 0.009], [-0.265, 0.048, 0.104], [-0.118, 0.177, 0.077], [-0.150, 0.080, 0.023], [0.066, -0.099, 0.012], [-0.004, 0.024, 0.006], [0.007, 0.010, -0.010], [-0.011, -0.001, -0.001], [0.011, -0.001, -0.102], [0.009, -0.007, -0.002], [0.143, -0.044, -0.013], [0.005, 0.026, -0.010], [0.000, -0.007, 0.007], [-0.027, -0.020, 0.014], [0.009, 0.026, -0.007], [-0.028, -0.012, -0.015], [-0.012, -0.007, 0.014], [0.020, -0.002, -0.008], [-0.018, 0.015, 0.007], [-0.010, -0.012, 0.014], [-0.007, -0.050, -0.057], [0.015, 0.128, -0.295], [0.013, -0.014, -0.001], [0.001, -0.062, -0.055], [0.001, 0.000, -0.010], [-0.003, -0.003, 0.001], [0.000, 0.001, -0.003], [0.003, -0.002, -0.002], [-0.004, 0.003, 0.002], [-0.013, 0.008, 0.011], [-0.003, 0.005, -0.005], [0.004, 0.000, 0.001], [0.003, 0.012, 0.001], [0.005, -0.006, 0.000], [0.002, -0.010, -0.003], [-0.005, 0.008, -0.015], [-0.045, 0.001, 0.005], [-0.003, 0.039, 0.001], [0.006, 0.001, -0.007], [0.008, 0.003, 0.002], [0.002, 0.000, 0.000], [-0.021, -0.010, -0.006], [-0.002, -0.006, 0.002], [-0.002, 0.002, -0.001], [0.001, -0.001, 0.004], [-0.007, -0.004, 0.004], [-0.019, -0.003, 0.037], [0.005, 0.001, -0.005], [-0.007, -0.004, 0.001], [0.001, 0.003, -0.003], [-0.010, 0.008, -0.003], [-0.009, -0.006, -0.004], [-0.002, 0.002, 0.001], [0.000, 0.009, 0.012], [-0.006, 0.003, -0.001]],
  "lowdin_spin": [0.677, 0.000, 0.000, 0.164, 0.022, -0.007, -0.003, 0.053, 0.039, 0.025, 0.000, 0.012, 0.000, 0.000, 0.001, 0.000, 0.000, 0.000, 0.004, 0.001, 0.000, 0.000, 0.007, 0.005, -0.001, 0.000, 0.000, 0.000, 0.000, 0.000, 0.000, -0.001, 0.000, 0.000, 0.000, 0.000, 0.000, 0.000, 0.000, 0.001, 0.001, 0.000, 0.000, 0.000, -0.001, 0.000, 0.000, 0.000, 0.000, 0.000, 0.000, 0.000, 0.000, 0.000, 0.000, 0.000, 0.000, 0.000, 0.000, 0.000, 0.000, 0.000, 0.000, 0.000, 0.000, 0.000, 0.000, 0.000, 0.000, 0.000, 0.000, 0.000, 0.000, 0.000, 0.000, 0.000],
  "energy_ha": -2298.7261,
  "s_squared": 0.754,
  "e_above_lowest_kcal_mol": 26.2,
  "spin_multiplicity": 2,
  "mol_weight_da": 806.80,
  "max_force_ha_per_bohr": 0.0102,
  "homo_energy_ev": [-13.84, -13.83],
  "total_charge": 2,
  "orbital_gap_ha": [0.249, 0.226]
}